{"formula": "C26H54N3O12P3S", "method": "wB97M-V/def2-TZVPD", "elements": ["C", "C", "N", "C", "C", "C", "C", "N", "S", "N", "C", "C", "H", "H", "H", "H", "H", "H", "H", "H", "H", "O", "P", "O", "C", "C", "O", "C", "C", "O", "C", "C", "H", "H", "H", "H", "H", "H", "H", "H", "H", "H", "H", "H", "H", "H", "H", "O", "P", "O", "C", "C", "O", "C", "C", "O", "C", "C", "H", "H", "H", "H", "H", "H", "H", "H", "H", "H", "H", "H", "H", "H", "H", "O", "P", "O", "C", "C", "O", "C", "C", "O", "C", "C", "H", "H", "H", "H", "H", "H", "H", "H", "H", "H", "H", "H", "H", "H", "H"], "coordinates": [[6.38, 4.29, 0.66], [5.60, 3.70, -0.61], [4.77, 4.72, -1.31], [3.42, 4.79, -0.76], [2.93, 6.13, -0.21], [1.62, 6.32, 0.40], [0.72, 5.11, 0.49], [-0.56, 5.00, 1.04], [-0.98, 3.42, 0.82], [0.31, 2.73, 0.01], [1.19, 3.79, -0.09], [2.54, 3.62, -0.72], [5.72, 4.38, 1.57], [7.16, 3.52, 0.91], [6.89, 5.24, 0.37], [6.32, 3.27, -1.36], [5.00, 2.83, -0.21], [5.18, 5.63, -1.05], [3.60, 7.02, -0.26], [1.25, 7.29, 0.81], [2.92, 2.66, -1.16], [-2.02, 0.71, -4.75], [-3.36, 1.01, -4.09], [-3.94, 2.02, -5.26], [-4.28, 1.48, -6.53], [-5.52, 0.60, -6.45], [-2.75, 2.11, -3.02], [-1.52, 1.84, -2.35], [-0.43, 2.73, -2.91], [-4.84, 1.08, -3.28], [-5.34, 2.22, -2.59], [-5.92, 3.29, -3.49], [-3.43, 0.92, -6.93], [-4.46, 2.32, -7.20], [-5.33, -0.28, -5.83], [-5.81, 0.27, -7.44], [-6.35, 1.15, -6.00], [-1.25, 0.78, -2.44], [-1.67, 2.04, -1.28], [-0.37, 2.64, -4.00], [0.54, 2.49, -2.48], [-0.65, 3.78, -2.70], [-4.61, 2.64, -1.89], [-6.15, 1.84, -1.96], [-5.13, 3.84, -4.01], [-6.49, 4.01, -2.90], [-6.57, 2.86, -4.25], [1.71, -0.41, 4.12], [3.00, -0.14, 3.35], [2.71, -1.16, 2.09], [1.68, -0.82, 1.17], [2.06, 0.38, 0.32], [3.93, -1.12, 4.31], [3.76, -1.09, 5.72], [3.08, -2.37, 6.18], [4.41, 0.41, 2.59], [5.60, -0.35, 2.43], [5.53, -1.37, 1.31], [0.74, -0.64, 1.71], [1.52, -1.69, 0.53], [2.16, 1.27, 0.94], [1.30, 0.57, -0.43], [3.01, 0.21, -0.18], [3.19, -0.21, 6.04], [4.75, -1.01, 6.18], [2.15, -2.54, 5.64], [2.86, -2.33, 7.25], [3.73, -3.23, 5.98], [5.93, -0.81, 3.36], [6.38, 0.38, 2.17], [4.92, -2.23, 1.58], [6.53, -1.75, 1.08], [5.11, -0.93, 0.40], [-0.75, -5.90, 0.57], [-2.12, -5.65, 1.17], [-2.69, -4.63, 0.00], [-2.95, -5.16, -1.29], [-4.17, -6.06, -1.28], [-1.59, -4.55, 2.29], [-0.38, -4.80, 3.00], [0.71, -3.87, 2.51], [-3.63, -5.62, 1.92], [-4.19, -4.51, 2.62], [-4.76, -3.44, 1.71], [-2.08, -5.69, -1.67], [-3.14, -4.31, -1.95], [-3.99, -6.95, -0.66], [-4.41, -6.39, -2.29], [-5.04, -5.55, -0.86], [-0.07, -5.84, 2.91], [-0.57, -4.61, 4.06], [0.83, -3.93, 1.42], [1.67, -4.10, 2.97], [0.45, -2.83, 2.73], [-3.50, -4.09, 3.34], [-5.02, -4.92, 3.20], [-3.97, -2.86, 1.23], [-5.37, -2.74, 2.28], [-5.38, -3.88, 0.92]], "e_homo_ev": -8.4, "orbital_gap_ev": 7.01, "lumo_ev": -1.380}

=====

{"formula": "C26H55B3INO13", "method": "wB97M-V/def2-TZVPD", "elements": ["C", "O", "C", "C", "C", "C", "C", "C", "B", "O", "B", "C", "C", "C", "I", "O", "B", "C", "C", "C", "C", "N", "O", "H", "H", "H", "H", "H", "H", "H", "H", "H", "H", "H", "H", "H", "H", "H", "H", "H", "H", "H", "H", "H", "H", "H", "H", "H", "H", "H", "H", "H", "H", "H", "C", "C", "O", "C", "O", "O", "C", "H", "H", "H", "H", "H", "H", "H", "H", "C", "C", "O", "C", "O", "O", "C", "H", "H", "H", "H", "H", "H", "H", "H", "C", "C", "O", "C", "O", "O", "C", "H", "H", "H", "H", "H", "H", "H", "H"], "coordinates": [[1.00, -0.20, 1.63], [0.49, -0.73, 0.40], [0.14, -2.11, 0.54], [1.42, -3.00, 0.41], [1.70, -3.22, -1.14], [3.19, -2.91, -1.51], [3.48, -1.37, -1.59], [3.14, -0.74, -2.98], [1.70, -0.02, -3.03], [1.31, 0.85, -1.99], [-0.06, 1.26, -2.08], [-0.61, 2.13, -0.83], [-2.12, 2.48, -0.93], [-3.06, 1.41, -0.25], [-3.83, 2.23, 1.64], [-0.91, 0.96, -3.16], [-0.47, -0.21, -3.82], [-1.42, -1.48, -4.14], [-2.35, -1.68, -2.89], [-3.24, -2.96, -2.94], [-2.45, -4.22, -3.48], [-1.19, -4.30, -2.72], [0.90, -0.29, -4.18], [0.37, -0.54, 2.48], [2.01, -0.65, 1.79], [1.04, 0.89, 1.53], [-0.42, -2.27, 1.49], [-0.55, -2.39, -0.28], [1.17, -3.97, 0.91], [2.31, -2.58, 0.91], [1.55, -4.30, -1.32], [0.97, -2.67, -1.76], [3.80, -3.32, -0.67], [3.52, -3.43, -2.43], [3.02, -0.83, -0.73], [4.58, -1.28, -1.45], [3.91, 0.03, -3.20], [3.23, -1.50, -3.79], [-0.04, 3.09, -0.87], [-0.32, 1.57, 0.08], [-2.27, 3.42, -0.36], [-2.47, 2.71, -1.96], [-2.55, 0.47, 0.01], [-3.91, 1.25, -0.95], [-0.73, -2.33, -4.31], [-2.05, -1.33, -5.04], [-1.68, -1.68, -1.99], [-3.01, -0.79, -2.78], [-3.52, -3.20, -1.89], [-4.14, -2.82, -3.56], [-3.11, -5.10, -3.29], [-2.25, -4.10, -4.56], [-0.80, -5.23, -2.79], [-1.34, -4.03, -1.76], [1.75, 3.63, -3.16], [2.77, 3.22, -4.20], [3.18, 4.34, -4.98], [4.08, 5.14, -4.41], [4.58, 4.99, -3.33], [4.34, 6.14, -5.25], [5.24, 7.12, -4.73], [0.91, 4.15, -3.62], [1.37, 2.74, -2.63], [2.18, 4.31, -2.42], [2.32, 2.50, -4.89], [3.63, 2.73, -3.74], [6.16, 6.65, -4.37], [4.76, 7.68, -3.93], [5.49, 7.80, -5.54], [-7.00, 2.12, 3.64], [-6.86, 0.61, 3.72], [-7.40, 0.10, 4.95], [-8.73, -0.02, 4.98], [-9.48, 0.23, 4.08], [-9.07, -0.47, 6.19], [-10.48, -0.58, 6.38], [-6.57, 2.59, 4.53], [-6.50, 2.50, 2.76], [-8.05, 2.41, 3.60], [-5.80, 0.34, 3.72], [-7.32, 0.12, 2.87], [-10.94, -1.17, 5.59], [-10.93, 0.41, 6.44], [-10.64, -1.09, 7.33], [5.56, -2.62, 6.57], [5.02, -2.84, 5.17], [4.40, -1.65, 4.66], [5.24, -0.73, 4.19], [6.43, -0.82, 4.15], [4.51, 0.32, 3.79], [5.29, 1.42, 3.33], [4.78, -2.23, 7.23], [5.94, -3.55, 6.99], [6.37, -1.89, 6.57], [4.24, -3.61, 5.20], [5.79, -3.19, 4.49], [6.00, 1.11, 2.56], [5.81, 1.88, 4.16], [4.61, 2.14, 2.89]], "e_above_lowest_kcal_mol": 29.0, "e_homo_ev": -9.4, "orbital_gap_ev": 9.83, "lumo_ev": 0.443}

=====

{"formula": "C26H55BBrO8", "method": "wB97M-V/def2-TZVPD", "elements": ["C", "O", "C", "C", "C", "C", "B", "Br", "H", "H", "H", "H", "H", "H", "H", "H", "H", "H", "H", "H", "H", "C", "C", "O", "C", "H", "H", "H", "H", "H", "H", "C", "C", "O", "C", "H", "H", "H", "H", "H", "H", "C", "C", "O", "C", "H", "H", "H", "H", "H", "H", "C", "C", "O", "C", "H", "H", "H", "H", "H", "H", "C", "C", "O", "C", "H", "H", "H", "H", "H", "H", "C", "C", "O", "C", "H", "H", "H", "H", "H", "H", "C", "C", "O", "C", "H", "H", "H", "H", "H", "H"], "coordinates": [[-3.16, -0.68, 3.51], [-1.80, -0.56, 3.91], [-1.01, 0.10, 2.91], [-0.83, 1.60, 3.24], [-1.36, 2.52, 2.13], [-0.69, 2.22, 0.77], [-1.70, 1.71, -0.41], [-2.86, 3.24, -1.14], [-3.34, -1.66, 3.06], [-3.45, 0.12, 2.84], [-3.78, -0.63, 4.41], [-1.43, -0.02, 1.91], [-0.03, -0.36, 2.89], [0.24, 1.79, 3.35], [-1.30, 1.82, 4.20], [-1.11, 3.54, 2.42], [-2.44, 2.41, 2.06], [0.05, 1.42, 0.88], [-0.11, 3.09, 0.44], [-2.36, 0.78, 0.00], [-1.02, 1.29, -1.33], [3.45, -2.42, 2.41], [2.73, -1.48, 1.48], [2.16, -0.49, 1.88], [2.77, -1.81, 0.01], [3.34, -2.07, 3.44], [3.03, -3.42, 2.34], [4.51, -2.45, 2.16], [2.31, -2.79, -0.17], [3.80, -1.84, -0.35], [2.21, -1.06, -0.55], [6.70, -0.09, 3.64], [7.25, -0.94, 2.52], [6.71, -1.98, 2.20], [8.48, -0.44, 1.81], [5.82, -0.56, 4.06], [7.46, 0.02, 4.43], [6.44, 0.90, 3.27], [9.31, -0.34, 2.52], [8.29, 0.54, 1.37], [8.77, -1.14, 1.03], [-0.08, -2.53, 5.96], [1.31, -3.05, 5.67], [2.27, -2.33, 5.64], [1.44, -4.54, 5.41], [-0.04, -1.46, 6.11], [-0.74, -2.74, 5.12], [-0.47, -3.02, 6.86], [0.83, -4.82, 4.55], [1.09, -5.10, 6.28], [2.48, -4.78, 5.21], [3.72, 2.52, -2.01], [2.34, 3.13, -1.88], [1.34, 2.48, -2.02], [2.27, 4.60, -1.54], [3.62, 1.46, -2.25], [4.27, 3.02, -2.81], [4.27, 2.63, -1.07], [2.77, 5.19, -2.32], [2.76, 4.79, -0.59], [1.23, 4.91, -1.47], [-1.00, 1.86, -6.24], [-0.55, 3.08, -5.46], [0.18, 3.90, -5.97], [-1.05, 3.20, -4.05], [-0.57, 1.89, -7.24], [-0.68, 0.95, -5.73], [-2.09, 1.85, -6.32], [-0.72, 2.34, -3.46], [-2.14, 3.24, -4.04], [-0.66, 4.11, -3.60], [-7.61, -2.18, 4.36], [-6.86, -2.44, 3.07], [-5.66, -2.45, 3.03], [-7.69, -2.67, 1.83], [-6.90, -2.03, 5.16], [-8.23, -1.29, 4.26], [-8.25, -3.03, 4.60], [-8.32, -1.79, 1.63], [-8.34, -3.54, 1.97], [-7.04, -2.83, 0.98], [-1.18, 0.03, -9.85], [-2.58, -0.12, -9.31], [-2.84, 0.12, -8.15], [-3.65, -0.57, -10.28], [-0.51, 0.36, -9.06], [-0.83, -0.93, -10.24], [-1.17, 0.76, -10.66], [-3.39, -1.55, -10.68], [-3.73, 0.14, -11.11], [-4.60, -0.64, -9.77]], "charge": -1, "e_homo_ev": -4.3, "orbital_gap_ev": 6.48, "lumo_ev": 2.165}

=====

{"formula": "C26H55ClN9O5", "method": "wB97M-V/def2-TZVPD", "elements": ["C", "C", "N", "C", "N", "C", "C", "N", "C", "C", "C", "C", "C", "C", "Cl", "N", "H", "H", "H", "H", "H", "H", "H", "H", "H", "H", "H", "H", "H", "H", "H", "H", "H", "H", "H", "H", "C", "C", "O", "N", "C", "H", "H", "H", "H", "H", "H", "H", "C", "C", "O", "N", "C", "H", "H", "H", "H", "H", "H", "H", "C", "C", "O", "N", "C", "H", "H", "H", "H", "H", "H", "H", "C", "C", "O", "N", "C", "H", "H", "H", "H", "H", "H", "H", "C", "C", "O", "N", "C", "H", "H", "H", "H", "H", "H", "H"], "coordinates": [[-1.98, 0.45, 3.65], [-1.10, -0.37, 4.21], [-0.07, -1.39, 4.48], [1.12, -1.35, 3.83], [2.09, -2.45, 4.12], [2.95, -2.69, 2.91], [4.37, -1.89, 3.16], [5.54, -2.53, 2.50], [5.85, -1.90, 1.16], [2.26, -2.35, 1.50], [1.39, -0.98, 1.48], [1.87, 0.11, 0.38], [0.99, 0.10, -0.97], [0.40, -1.36, -1.37], [-0.37, 1.36, -0.99], [1.55, -0.35, 2.84], [-2.89, 0.95, 3.14], [-0.29, -2.14, 5.17], [1.55, -3.35, 4.25], [3.26, -3.82, 2.86], [4.23, -0.78, 2.89], [4.56, -1.93, 4.31], [5.46, -3.56, 2.43], [6.98, -2.04, 0.91], [5.68, -0.76, 1.18], [5.24, -2.35, 0.29], [3.10, -2.21, 0.69], [1.65, -3.28, 1.13], [0.28, -1.30, 1.38], [2.98, -0.03, 0.11], [1.72, 1.15, 0.89], [1.71, 0.40, -1.84], [1.15, -2.20, -1.08], [0.25, -1.33, -2.53], [-0.66, -1.55, -0.93], [1.08, 0.56, 2.93], [-4.63, 3.45, -4.55], [-3.22, 3.01, -4.25], [-2.25, 3.49, -4.83], [-3.04, 2.04, -3.31], [-4.05, 1.36, -2.52], [-4.61, 4.22, -5.32], [-5.21, 2.61, -4.91], [-5.09, 3.87, -3.65], [-2.07, 1.80, -3.16], [-3.84, 1.55, -1.47], [-3.97, 0.29, -2.73], [-5.05, 1.70, -2.76], [-6.65, 5.31, -0.72], [-5.21, 5.50, -1.11], [-4.53, 4.59, -1.57], [-4.67, 6.74, -0.93], [-5.30, 7.93, -0.40], [-6.95, 4.28, -0.91], [-6.78, 5.51, 0.35], [-7.29, 5.97, -1.30], [-3.70, 6.79, -1.21], [-5.25, 8.71, -1.17], [-4.74, 8.25, 0.48], [-6.34, 7.76, -0.13], [8.58, -2.45, -3.09], [8.04, -2.70, -1.71], [7.82, -1.79, -0.91], [7.79, -3.99, -1.35], [7.97, -5.19, -2.13], [8.73, -1.38, -3.22], [9.55, -2.95, -3.21], [7.87, -2.80, -3.84], [7.42, -4.09, -0.41], [7.01, -5.69, -2.23], [8.67, -5.85, -1.60], [8.37, -4.98, -3.13], [3.42, -1.32, 9.47], [3.27, -1.44, 7.98], [3.16, -0.46, 7.25], [3.26, -2.69, 7.43], [3.37, -3.96, 8.11], [3.42, -0.27, 9.75], [2.59, -1.82, 9.97], [4.37, -1.76, 9.78], [3.15, -2.69, 6.42], [4.24, -4.48, 7.71], [2.48, -4.55, 7.89], [3.48, -3.85, 9.19], [-6.60, 1.22, -7.05], [-7.68, 1.76, -6.15], [-7.43, 2.49, -5.20], [-8.96, 1.41, -6.42], [-9.45, 0.56, -7.49], [-5.63, 1.59, -6.70], [-6.58, 0.13, -7.01], [-6.75, 1.57, -8.07], [-9.64, 1.80, -5.78], [-10.15, 1.15, -8.10], [-9.98, -0.28, -7.05], [-8.65, 0.19, -8.12]], "charge": 1, "e_homo_ev": -9.9, "orbital_gap_ev": 6.07, "lumo_ev": -3.861}

=====

{"formula": "C26H56CdF6NO17S2Zn", "method": "wB97M-V/def2-TZVPD", "elements": ["Zn", "Cd", "C", "C", "C", "O", "C", "C", "C", "O", "O", "O", "H", "H", "C", "F", "F", "F", "S", "O", "O", "N", "S", "O", "O", "C", "F", "F", "F", "C", "C", "O", "H", "H", "H", "H", "H", "H", "C", "C", "O", "H", "H", "H", "H", "H", "H", "C", "C", "O", "H", "H", "H", "H", "H", "H", "C", "C", "O", "H", "H", "H", "H", "H", "H", "C", "C", "O", "H", "H", "H", "H", "H", "H", "C", "C", "O", "H", "H", "H", "H", "H", "H", "C", "C", "O", "H", "H", "H", "H", "H", "H", "C", "C", "O", "H", "H", "H", "H", "H", "H", "C", "C", "O", "H", "H", "H", "H", "H", "H"], "coordinates": [[3.80, 4.45, -4.46], [-2.41, -3.01, 2.76], [1.77, -0.33, -1.18], [0.60, -0.68, -0.36], [-0.47, 0.40, 0.00], [-1.51, 0.07, 0.64], [-0.18, 1.75, -0.61], [0.81, 1.94, -1.55], [1.79, 0.85, -1.80], [2.71, 1.01, -2.70], [0.82, 3.11, -2.06], [0.34, -1.80, 0.12], [2.52, -1.09, -1.34], [-0.89, 2.51, -0.32], [-6.56, -4.37, 6.60], [-6.13, -5.63, 6.54], [-7.26, -4.11, 5.45], [-7.43, -4.39, 7.58], [-5.07, -3.12, 6.87], [-5.24, -2.24, 8.02], [-3.91, -4.00, 7.06], [-4.96, -2.26, 5.32], [-6.22, -1.24, 5.34], [-6.71, -0.93, 4.04], [-7.28, -1.52, 6.31], [-5.39, 0.39, 5.94], [-4.47, 0.80, 5.02], [-6.27, 1.36, 6.03], [-4.82, 0.14, 7.17], [3.78, 6.10, 4.18], [3.16, 5.10, 3.10], [2.56, 5.85, 2.05], [4.58, 6.64, 3.66], [4.27, 5.58, 5.00], [3.05, 6.79, 4.59], [2.56, 4.31, 3.55], [3.87, 4.57, 2.47], [2.27, 5.30, 1.32], [1.41, 6.62, -9.00], [2.17, 5.27, -8.99], [1.92, 4.77, -7.68], [1.56, 7.16, -9.93], [1.81, 7.18, -8.16], [0.33, 6.55, -8.83], [3.24, 5.34, -9.14], [1.66, 4.55, -9.64], [1.04, 4.40, -7.68], [3.74, -5.11, 3.60], [3.79, -5.56, 5.09], [2.68, -5.17, 5.83], [3.03, -5.66, 2.98], [4.67, -5.40, 3.11], [3.56, -4.03, 3.51], [4.61, -5.19, 5.70], [3.99, -6.63, 5.21], [2.43, -5.95, 6.33], [2.53, -6.98, -3.93], [2.77, -7.19, -2.43], [3.03, -8.58, -2.21], [2.00, -6.06, -4.18], [1.98, -7.82, -4.34], [3.50, -6.95, -4.44], [1.94, -6.91, -1.79], [3.58, -6.58, -2.03], [3.92, -8.78, -2.50], [-3.80, -5.42, -1.88], [-4.42, -4.19, -1.21], [-4.47, -4.43, 0.16], [-2.80, -5.72, -1.55], [-3.68, -5.12, -2.92], [-4.41, -6.32, -1.95], [-5.42, -4.14, -1.64], [-3.80, -3.32, -1.41], [-5.20, -5.02, 0.38], [2.33, 0.00, 6.52], [0.88, -0.32, 6.24], [0.56, -1.38, 5.38], [2.55, 0.88, 7.12], [2.74, 0.19, 5.53], [2.84, -0.83, 7.02], [0.46, 0.52, 5.69], [0.33, -0.36, 7.18], [1.00, -2.17, 5.69], [-5.66, 8.16, -4.56], [-4.36, 7.45, -4.24], [-3.42, 7.84, -5.15], [-5.41, 9.21, -4.73], [-6.44, 7.94, -3.82], [-6.17, 7.78, -5.45], [-4.45, 6.37, -4.20], [-4.04, 7.69, -3.22], [-2.69, 7.26, -4.93], [8.24, -0.28, 0.83], [7.46, 0.97, 0.93], [8.18, 1.95, 0.15], [7.71, -1.14, 1.23], [9.25, -0.15, 1.22], [8.25, -0.56, -0.22], [7.13, 1.34, 1.90], [6.51, 0.75, 0.45], [7.54, 2.50, -0.31], [-3.90, 0.29, -5.92], [-2.68, 1.15, -5.81], [-2.11, 1.44, -7.03], [-3.56, -0.60, -6.44], [-4.62, 0.69, -6.64], [-4.41, 0.00, -5.00], [-1.84, 0.72, -5.28], [-2.84, 2.13, -5.36], [-2.28, 0.64, -7.52]], "e_above_lowest_kcal_mol": 437.3, "charge": 1, "e_homo_ev": -10.5, "orbital_gap_ev": 1.16, "lumo_ev": -9.383}